ORCA calculation (ωB97M-V/def2-TZVPD) on one molecule with the formula C16H19Br2N3O2S.

Summary:
orbital gap: 7.82 eV
HOMO level: -8.412 eV
2S+1: 1

Geometry as XYZ:
```
43
Properties=species:S:1:pos:R:3:forces:R:3:nbo_charge:R:1
S -0.51775 -5.22329 -1.51911 -0.709 1.846 0.726 -0.18
Br -5.58306 -2.41958 3.72126 -0.139 0.134 0.320 0.10
Br -1.63854 1.86235 4.21204 -0.518 -2.007 0.174 0.06
N -0.17370 -1.89010 0.31582 -2.206 -0.149 0.763 -0.29
O -1.82660 -3.39927 0.04567 0.904 0.496 1.134 -0.41
O -0.33769 0.22049 2.18796 -1.684 -0.362 1.146 -0.65
C -0.78202 -3.73488 -0.75037 1.528 -1.614 -2.375 0.35
C -1.33969 -2.33559 0.75586 2.301 2.123 -0.575 0.45
C -3.28911 -0.67736 4.15454 0.153 1.058 -0.581 -0.21
C -3.22954 -2.13098 2.25186 -0.086 0.295 -0.220 -0.19
C -3.92739 -1.62493 3.33093 1.437 0.332 1.025 -0.13
C -2.12205 -0.01601 3.70345 -0.519 0.328 -1.312 -0.09
C -1.48351 -0.45956 2.53477 0.903 -0.754 -0.525 0.31
C -2.00507 -1.64367 1.82589 -0.376 1.368 1.881 -0.12
N 0.10951 -2.68932 -0.72998 -1.598 -0.538 1.131 -0.26
N 1.39305 -0.82218 -1.89393 -0.552 -4.458 0.643 -0.47
C 1.09910 -2.35278 -1.71068 -0.255 2.479 -2.858 -0.02
C 1.11593 4.51355 -1.02092 1.042 -2.414 0.493 -0.60
C 0.32871 0.03387 -2.34182 0.178 -0.538 3.470 -0.21
C 2.71865 -0.30183 -1.77991 -0.909 1.957 0.079 -0.19
C 1.63038 3.22455 -0.25626 -1.995 -0.484 -0.697 -0.39
C 0.31456 1.32835 -1.39657 -0.800 0.395 -3.480 -0.39
C 2.61791 0.91780 -0.83129 -0.389 0.351 -2.722 -0.39
C 1.64577 2.02187 -1.23287 1.113 -0.011 -1.293 -0.22
H -0.05139 -0.05268 1.33323 0.557 -0.759 -1.310 0.51
H -3.67708 -0.28921 5.08372 -0.562 -0.192 -0.031 0.24
H -3.66851 -2.92342 1.69058 -0.236 -0.538 -0.276 0.24
H 1.98518 -2.88607 -1.46822 1.062 -0.163 -0.158 0.21
H 0.59488 -2.77310 -2.64360 1.180 0.394 0.806 0.21
H 0.56466 5.08810 -0.32441 -0.287 1.164 0.388 0.21
H 1.99503 4.95627 -1.44905 0.162 0.860 -0.123 0.21
H 0.46888 4.20870 -1.84130 -0.139 -0.012 0.061 0.20
H -0.55929 -0.53283 -2.01770 -0.219 0.469 -0.718 0.20
H 0.35948 0.14546 -3.40519 -0.190 0.809 -0.759 0.19
H 3.20078 0.01109 -2.72198 -0.224 -0.299 -0.106 0.17
H 3.34894 -0.96927 -1.26331 0.779 -1.154 0.299 0.20
H 0.86980 2.94838 0.48844 0.101 0.210 0.135 0.19
H 2.54193 3.34479 0.32361 0.304 0.208 -0.396 0.21
H -0.41604 1.94203 -1.96217 0.146 0.297 0.810 0.21
H -0.05630 1.12351 -0.42556 -0.662 -0.619 0.827 0.19
H 3.55817 1.34736 -0.75907 2.044 0.695 0.723 0.20
H 2.26109 0.47408 0.01858 -0.515 -0.746 2.843 0.19
H 1.96199 2.43530 -2.23291 -0.125 -0.456 0.639 0.19
```
Positions in Å, forces in eV/Å.


ORCA calculation (ωB97M-V/def2-TZVPD) on a 4-piece molecular cluster, C8H19NO9 overall.

Summary:
orbital gap: 10.70 eV
HOMO level: -10.066 eV
2S+1: 1

Geometry as XYZ:
```
37
Properties=species:S:1:pos:R:3:forces:R:3:nbo_charge:R:1
C 1.06231 0.15927 -0.67883 0.584 0.329 0.159 -0.77
C 1.57932 -0.62848 0.54523 -0.138 0.795 -2.238 0.81
O 0.80751 -0.91023 1.37640 -1.107 -0.991 2.342 -0.56
O 2.89741 -1.03791 0.66511 -0.403 0.048 -0.992 -0.53
C 3.64192 -0.89825 -0.50701 -0.105 -2.315 -0.925 0.78
O 4.24880 0.05602 -0.76276 1.251 2.623 0.130 -0.47
C 3.68500 -2.09519 -1.52386 -1.009 -0.343 2.067 -0.18
O 2.67897 -1.87809 -2.51854 0.422 -0.127 -0.525 -0.51
C 3.15369 -1.26657 -3.62739 -1.593 -1.172 -0.632 0.99
O 4.11216 -0.61098 -3.69778 1.934 1.470 0.150 -0.55
O 2.38482 -1.51080 -4.75112 -0.232 0.182 0.879 -0.40
N 2.36186 -2.90893 -4.89246 0.301 -1.205 0.086 -0.54
H 1.78438 0.93593 -0.97796 -0.319 -0.315 -0.079 0.24
H 0.11866 0.63439 -0.36762 0.522 -0.157 0.040 0.28
H 0.83052 -0.49014 -1.53664 0.365 0.047 0.376 0.25
H 3.36568 -2.98841 -0.95755 0.187 0.169 -0.578 0.21
H 4.69603 -2.22238 -1.92846 -0.417 0.309 0.001 0.23
H 1.41465 -3.26848 -4.85156 -0.016 0.419 -0.216 0.36
H 2.82298 -3.12712 -5.76856 -0.322 0.189 -0.054 0.36
C -1.94558 -3.48608 1.81360 0.242 0.213 -0.114 -0.24
O -1.37915 -3.23953 0.53383 -0.038 -0.077 -0.094 -0.73
H -2.67829 -4.28506 1.71735 0.033 0.017 -0.075 0.18
H -1.16791 -3.79488 2.51687 -0.125 -0.015 0.134 0.16
H -2.44249 -2.58613 2.18544 -0.051 -0.087 0.151 0.16
H -0.73513 -2.53142 0.63966 -0.003 0.038 0.045 0.47
C -1.53749 2.37853 2.27576 0.343 0.285 0.035 -0.26
O -0.90805 2.60056 1.01406 0.025 -0.129 -0.137 -0.74
H -2.28231 1.59373 2.15785 0.066 -0.006 -0.106 0.17
H -0.79338 2.06167 3.01145 -0.128 -0.105 0.089 0.16
H -2.02688 3.29201 2.61123 -0.083 -0.119 0.121 0.19
H -0.25484 3.29593 1.13970 -0.073 -0.047 -0.063 0.46
C -5.02829 5.11982 2.38993 -0.062 -0.305 0.075 -0.25
O -4.11789 4.19444 2.97533 -0.087 0.109 0.023 -0.73
H -4.52475 6.07820 2.28564 0.055 -0.062 0.038 0.18
H -5.33963 4.76822 1.40320 -0.076 0.154 -0.031 0.16
H -5.90495 5.24244 3.03091 -0.055 0.139 -0.101 0.16
H -4.57965 3.35390 3.05954 0.111 0.042 0.019 0.46
```
Positions in Å, forces in eV/Å.


So what do the calculations give for electronic energy? Going down the list: -6481.95288 -1048.01732 Eh.